No. 1
90
Properties=species:S:1:pos:R:3:forces:R:3:nbo_charge:R:1 method="wB97M-V/def2-TZVPD" total_energy_ev=-117556.8424 e_homo_ev=-8.73 total_charge=+1
N -1.003743 1.370426 6.399101 -0.04 -0.12 0.00 -0.4566
H -3.614494 -2.012099 3.695293 0.01 0.03 -0.01 0.2208
H -0.881377 3.299281 -2.864770 -0.01 -0.05 -0.02 0.1965
C 0.206575 1.496586 2.862070 0.02 0.03 0.01 -0.2110
C -0.721877 -2.296682 -5.894236 -0.02 0.00 0.05 -0.0518
C -0.779614 1.044986 5.024689 -0.01 0.09 0.04 0.0944
C -2.636198 -2.420468 3.470280 0.03 -0.01 -0.03 -0.0727
C -1.890489 2.839503 8.096626 0.07 -0.14 0.29 -0.2208
C 3.080525 -0.012353 -3.168839 -0.07 0.01 0.08 -0.2634
H -1.971366 3.855460 8.477922 -0.02 0.03 -0.08 0.2384
H -0.156699 3.262612 6.908296 0.03 0.00 0.00 0.1982
H 2.565250 0.286226 -4.079953 0.00 0.00 0.00 0.2167
H -2.985081 -3.953907 -8.578122 0.00 0.00 0.00 0.2136
H -2.460077 0.072135 -3.771547 -0.01 -0.01 0.00 0.2462
O 0.516444 0.756519 0.228173 0.00 -0.04 0.17 -0.7233
N -1.131091 2.040304 9.135431 0.07 -0.01 -0.08 -0.4960
C -1.730041 -1.797188 1.312422 0.03 -0.01 -0.08 0.1507
C -0.248954 0.052060 0.909188 0.04 0.07 -0.13 0.5137
C -0.284750 -2.435724 -7.209651 0.02 0.02 -0.03 -0.2225
C 0.115684 -1.623475 -4.855028 0.07 0.01 -0.08 -0.7324
C -1.984221 -2.785738 -5.559936 -0.04 -0.02 0.01 -0.1736
C 0.246260 0.878798 -6.510744 -0.05 0.05 -0.15 -0.9630
C -1.967306 -3.264341 4.517041 -0.02 0.00 -0.04 -0.4271
C 3.003998 2.266195 -2.401826 -0.06 -0.08 0.02 -0.2707
O -1.645210 -2.549410 -1.285521 -0.01 -0.06 0.05 -0.6673
C -1.381168 -0.086636 4.516080 0.00 0.07 -0.13 -0.2382
H 0.049663 3.778836 -1.469870 0.00 -0.03 0.04 0.1900
H 0.794145 0.998573 7.467476 -0.01 -0.01 0.02 0.1890
C 4.541746 2.354378 -2.557341 0.00 0.07 0.00 -0.2551
H 0.704033 -2.082834 -7.481697 0.00 0.00 0.00 0.2054
H -2.875635 2.382057 8.027534 -0.01 0.04 -0.07 0.2319
N 2.606496 0.871611 -2.075123 0.07 0.06 -0.11 -0.5304
H -1.609248 2.074703 10.036006 -0.04 -0.02 -0.03 0.4405
H -2.484734 -3.406489 5.455487 0.02 -0.01 0.01 0.2225
H -0.048556 1.919976 -6.637708 0.01 0.00 -0.02 0.2342
C -0.230590 0.603320 7.355771 0.14 -0.01 -0.02 -0.2397
H 4.873861 0.456305 -4.326455 0.02 0.01 0.01 0.2061
C -1.127648 2.760214 6.792127 -0.01 0.05 -0.15 -0.2445
C -1.192602 -0.446804 3.174027 -0.15 -0.15 0.08 0.1759
C -0.926057 0.605793 8.700043 -0.13 0.24 0.17 -0.2231
H 5.260838 1.261478 -0.284480 0.01 0.00 -0.01 0.2019
H -0.310788 0.254669 -7.208758 0.02 0.05 -0.06 0.2323
H -2.324126 -2.708683 -4.533026 0.00 0.01 0.01 0.2165
C -1.114945 -1.477722 -1.033534 0.05 0.23 -0.21 0.8005
C -2.077272 0.474330 -4.707178 0.02 0.01 -0.08 -0.9528
H 5.306814 -0.400519 -0.864425 0.02 0.01 -0.01 0.2040
H 4.809940 2.712540 -3.552096 0.03 -0.02 0.00 0.2079
C -0.409569 0.357086 2.341669 0.00 0.00 -0.11 -0.0725
C 3.296802 0.467191 -0.828887 -0.10 0.03 -0.01 -0.2581
H -3.444819 -4.469046 3.356628 0.01 -0.02 -0.01 0.2374
H -1.825852 -4.258775 2.544427 0.00 -0.02 -0.01 0.2387
C 4.616000 0.105706 -3.326024 0.01 -0.03 -0.03 -0.2560
H 0.820285 2.109610 2.215598 -0.01 -0.01 -0.01 0.2685
H 1.313476 0.791384 -6.714633 0.00 -0.01 -0.01 0.2226
H -2.272853 -2.653603 0.934313 -0.01 0.01 -0.01 0.2593
H -2.032938 -0.667601 5.151527 0.01 0.00 0.03 0.2346
H -0.733979 -3.125733 -9.188581 0.01 0.00 -0.01 0.2132
H -0.349239 0.113010 9.479994 0.03 -0.05 -0.05 0.2377
C -1.092092 -3.026478 -8.172000 -0.02 0.00 0.04 -0.2078
H 1.181601 -1.761250 -5.055736 -0.02 -0.02 -0.02 0.2187
H 2.979049 -0.550088 -0.592880 0.02 0.00 0.01 0.2057
H 2.938122 1.113192 -0.028441 0.02 0.00 0.00 0.2135
Mg 0.370241 1.028024 -1.835908 -0.12 0.27 -0.08 1.7047
O -0.658609 -0.637021 -1.879571 0.11 -0.21 0.06 -0.9081
C -2.531160 -3.899066 3.279459 -0.01 0.02 0.04 -0.4055
H -2.497103 -0.072087 -5.550854 -0.04 0.03 0.00 0.2288
H -1.922725 0.172192 8.637770 0.04 -0.06 -0.03 0.2301
C 0.030040 1.814539 4.176014 0.01 -0.08 0.19 0.3438
C -1.017648 -1.051733 0.423031 -0.12 -0.15 0.26 -0.3166
H 4.964433 3.051876 -1.832399 0.01 0.00 -0.01 0.2037
H -1.459727 2.916268 -1.255792 0.00 0.00 0.00 0.1932
F 0.668983 2.886877 4.698195 -0.04 0.02 0.02 -0.3283
H -1.683159 3.315955 6.038538 0.00 -0.03 -0.04 0.2583
H -0.100130 -2.010805 -3.860562 -0.01 -0.01 0.02 0.2619
C 4.831019 0.570384 -1.011858 0.01 0.00 0.06 -0.2548
N 5.162401 1.046719 -2.351377 -0.09 -0.02 0.00 -0.4059
C -2.793577 -3.377049 -6.518310 0.04 0.01 -0.01 -0.2089
H 5.099910 -0.861851 -3.184199 0.01 0.01 0.02 0.2056
C -2.352950 -3.493593 -7.830140 -0.01 -0.01 0.00 -0.2286
H 2.766025 -1.030194 -2.929543 0.01 -0.01 -0.02 0.2107
H -2.334385 1.530881 -4.775121 -0.04 -0.01 0.00 0.2338
H -0.137120 -0.429303 7.022914 -0.04 0.02 -0.03 0.2530
C -0.553473 2.955216 -1.876581 0.16 0.01 -0.01 -1.4190
H 2.476470 2.550449 -3.314130 0.02 0.00 -0.01 0.2195
H -0.889889 -3.192868 4.579563 0.00 -0.01 0.02 0.2270
H -3.769605 -3.752721 -6.239230 -0.01 0.00 0.00 0.2109
As -0.140119 0.334584 -4.688176 0.04 -0.17 0.34 0.8332
H 2.631164 2.913019 -1.606452 0.01 0.00 0.01 0.2162
H -0.215577 2.475562 9.276506 -0.01 0.00 -0.02 0.4292
N -1.814006 -1.567629 2.642048 0.05 0.10 0.04 -0.3550

No. 2
11
Properties=species:S:1:pos:R:3:forces:R:3:nbo_charge:R:1 method="wB97M-V/def2-TZVPD" de_lowest_kcal_mol=37.3 total_energy_ev=-10712.0333 e_homo_ev=-8.31 total_charge=0
N 1.725169 -1.160015 0.035043 1.55 1.81 -0.12 -0.2390
C -2.356288 -0.051925 0.010812 0.93 2.70 0.23 0.2288
C 2.142951 0.065542 0.004216 0.06 -0.36 -0.15 0.2971
C -1.298797 0.885319 0.096835 4.16 -2.84 -0.31 -0.5589
C -0.000529 0.245865 0.028791 -2.85 5.08 -0.68 0.5371
N 0.394164 -0.999409 -0.042052 -2.50 -2.59 0.29 -0.4219
N -3.360173 -0.584709 -0.054172 -1.66 -1.69 -0.14 -0.3459
O 1.150514 1.039735 -0.091474 -0.03 -2.58 0.83 -0.4198
H 3.172230 0.384816 0.039392 -0.13 0.01 -0.06 0.2158
H -0.280737 -1.785389 -0.008462 1.06 0.70 0.03 0.4402
H -1.288503 1.960172 -0.018925 -0.59 -0.25 0.07 0.2666